[1]
DFT (ωB97M-V/def2-TZVPD) results for a 28-piece molecular cluster, H56O28 overall at a distorted geometry.

max |F|	4.0	eV/Å
energy relative to the best compared isomer or geometry (same formula, charge and spin)	0.478	eV
HOMO	-10.7	eV
Kohn-Sham gap	10.843	eV
molar mass	504.420	g/mol

Structure (XYZ):
```
84
Properties=species:S:1:pos:R:3:lowdin_charge:R:1
O -1.984 -4.946 -0.250 -0.074
H -2.089 -4.344 0.536 0.017
H -2.698 -5.589 -0.209 0.039
O 3.108 3.328 1.361 -0.047
H 2.260 3.294 0.894 0.046
H 3.766 3.286 0.635 0.093
O -6.010 -0.961 -1.737 -0.094
H -4.974 -0.991 -1.702 0.042
H -6.234 -0.873 -0.826 0.023
O -1.479 -2.343 -3.115 -0.081
H -0.987 -3.194 -3.004 0.013
H -1.673 -2.395 -4.062 0.051
O -5.761 0.731 -3.749 -0.087
H -6.124 0.284 -2.933 0.021
H -6.322 0.337 -4.418 0.039
O -3.348 -0.907 -1.565 -0.071
H -2.600 -1.525 -1.718 0.043
H -3.060 -0.220 -2.212 0.025
O -1.805 -3.251 2.031 -0.078
H -2.111 -3.709 2.823 0.048
H -1.395 -2.494 2.504 0.000
O 5.521 0.926 4.425 -0.064
H 4.946 1.664 4.180 0.008
H 6.140 0.910 3.665 0.050
O 0.339 2.214 0.184 -0.103
H 0.280 1.391 0.749 0.051
H -0.640 2.385 -0.031 0.063
O -4.318 0.023 1.455 -0.046
H -3.766 0.291 2.184 0.003
H -3.656 -0.510 0.985 0.048
O 0.539 -1.101 -1.589 -0.045
H 0.875 -0.350 -2.002 -0.026
H -0.198 -1.402 -2.219 0.048
O -0.669 -1.680 3.888 -0.098
H 0.277 -1.382 3.637 0.036
H -0.400 -2.205 4.635 0.053
O 2.907 0.454 1.539 -0.063
H 3.727 0.020 1.216 0.059
H 3.077 1.415 1.427 0.026
O 4.244 -1.248 5.310 -0.070
H 4.907 -0.557 5.054 0.010
H 4.330 -1.264 6.244 0.021
O -5.154 2.437 0.341 -0.059
H -5.090 1.572 0.826 0.022
H -6.050 2.688 0.300 0.016
O 0.353 -0.616 1.020 -0.049
H 1.294 -0.801 1.130 0.024
H 0.102 -1.016 0.199 -0.005
O 3.882 3.233 4.062 -0.075
H 3.069 3.226 4.663 0.099
H 3.549 3.347 3.164 -0.008
O 1.726 -0.636 3.841 -0.070
H 2.093 -0.130 3.105 0.005
H 2.492 -0.967 4.395 0.056
O -1.751 -0.947 -5.904 -0.045
H -2.669 -0.754 -5.674 0.054
H -1.684 -0.639 -6.822 0.067
O -2.524 2.655 -1.017 -0.066
H -3.285 2.277 -0.499 0.050
H -2.532 3.611 -0.827 0.079
O -2.331 0.825 3.593 -0.062
H -1.671 0.114 3.652 0.011
H -2.046 1.553 4.178 0.058
O 6.009 0.243 1.438 -0.063
H 6.242 -0.646 1.759 0.064
H 6.284 0.286 0.501 0.012
O 0.115 -4.210 -2.323 -0.076
H -0.362 -4.600 -1.563 0.036
H 0.714 -3.438 -2.028 0.092
O -0.188 1.141 -4.399 -0.022
H -1.004 1.298 -3.995 -0.026
H -0.363 0.245 -4.704 0.024
O 6.467 1.375 -1.007 -0.075
H 5.742 0.762 -1.272 0.004
H 6.473 1.953 -1.747 0.027
O 4.113 0.443 -1.836 -0.018
H 3.360 1.026 -1.815 0.010
H 3.957 -0.018 -2.628 0.039
O 1.560 1.671 -2.144 -0.089
H 0.924 1.464 -2.875 0.023
H 1.004 2.123 -1.480 0.012
O -2.965 1.164 -3.398 -0.076
H -2.920 1.899 -2.730 0.047
H -3.876 1.277 -3.702 0.023
```

---

[2]
DFT (ωB97M-V/def2-TZVPD) results for a 10-piece molecular cluster, C9H31FN3O9 overall at a distorted geometry.

max |F|	1.2	eV/Å
energy relative to the best compared isomer or geometry (same formula, charge and spin)	0.000	eV
HOMO	-12.8	eV
Kohn-Sham gap	8.360	eV
charge	+1
molar mass	344.357	g/mol

Structure (XYZ):
```
53
Properties=species:S:1:pos:R:3:nbo_charge:R:1
C 1.180 -1.849 3.088 -0.699
C 0.416 -2.077 1.831 0.481
C -1.019 -1.688 1.818 -0.730
N 1.016 -2.619 0.822 -0.512
C 0.624 -2.238 -0.430 0.196
C 0.311 -3.194 -1.421 0.063
N -0.070 -2.769 -2.611 -0.206
N -0.172 -1.519 -3.025 -0.199
C 0.142 -0.600 -2.124 0.236
C 0.050 0.840 -2.545 -0.483
C 1.437 1.494 -2.587 0.051
F 1.502 2.484 -1.623 -0.362
C 0.546 -0.906 -0.823 -0.220
H 1.095 -2.728 3.723 0.287
H 2.226 -1.687 2.844 0.243
H 0.777 -1.001 3.633 0.241
H -1.580 -2.049 0.961 0.221
H -1.086 -0.600 1.853 0.278
H -1.469 -2.040 2.745 0.277
H 0.359 -4.253 -1.221 0.259
H -0.318 -3.468 -3.303 0.439
H -0.589 1.349 -1.827 0.252
H -0.451 0.888 -3.507 0.250
H 1.663 1.887 -3.575 0.192
H 2.188 0.738 -2.354 0.167
H 0.777 -0.112 -0.127 0.259
O 3.939 1.298 0.305 -0.949
H 4.175 2.190 0.594 0.494
H 3.245 1.442 -0.343 0.453
O -2.792 0.572 0.680 -0.973
H -2.613 0.395 -0.251 0.474
H -2.943 1.530 0.703 0.508
O 4.190 -3.963 1.198 -0.939
H 3.390 -3.440 1.074 0.469
H 4.072 -4.386 2.054 0.469
O -3.225 1.416 -2.969 -0.959
H -2.805 2.163 -3.412 0.486
H -3.504 0.834 -3.684 0.476
O -0.746 -3.155 5.021 -0.956
H -1.018 -2.625 5.779 0.483
H -1.432 -3.828 4.951 0.480
O -2.361 3.404 0.466 -0.958
H -2.162 3.195 -0.457 0.480
H -2.475 4.359 0.477 0.483
O -5.426 -0.413 1.578 -0.959
H -5.542 0.008 2.434 0.465
H -4.570 -0.094 1.256 0.484
O 5.514 4.094 0.270 -0.949
H 5.734 3.854 -0.636 0.474
H 5.410 5.051 0.244 0.477
O -2.149 4.201 -2.609 -0.953
H -1.189 4.290 -2.632 0.477
H -2.434 4.874 -1.982 0.481
```

---

[3]
DFT (ωB97M-V/def2-TZVPD) results for one molecule with the formula C5H9ClFN at a distorted geometry.

max |F|	2.3	eV/Å
energy relative to the best compared isomer or geometry (same formula, charge and spin)	1.488	eV
HOMO	-9.6	eV
SMILES string	CN[C@@H]1C[C@]1(F)CCl
Kohn-Sham gap	10.563	eV
molar mass	137.585	g/mol

Structure (XYZ):
```
17
Properties=species:S:1:pos:R:3:nbo_charge:R:1
C 2.085 -1.149 -0.263 -0.426
N 0.663 -0.884 -0.259 -0.618
C 0.205 0.435 -0.665 -0.087
C 0.108 1.471 0.509 -0.457
C -1.113 0.841 -0.128 0.299
F -1.854 1.701 -0.886 -0.335
C -1.938 -0.093 0.661 -0.378
Cl -3.000 -1.213 -0.296 -0.089
H 2.641 -0.982 -1.165 0.178
H 2.291 -2.163 -0.074 0.204
H 2.553 -0.806 0.651 0.197
H 0.335 -1.566 -0.911 0.365
H 0.363 0.928 -1.625 0.208
H 0.455 1.134 1.493 0.230
H 0.236 2.609 0.329 0.242
H -2.658 0.455 1.322 0.226
H -1.371 -0.717 1.306 0.242
```

---

[4]
DFT (ωB97M-V/def2-TZVPD) results for C18H43CrN2O6 as an isolated structure at a distorted geometry.

max |F|	3.0	eV/Å
energy relative to the best compared isomer or geometry (same formula, charge and spin)	2.259	eV
HOMO (alpha / beta)	-5.8 / -5.9	eV
Kohn-Sham gap (alpha / beta)	5.306 / 5.425	eV
<S²>	3.804
molar mass	435.546	g/mol
2S+1	4

Structure (XYZ):
```
70
Properties=species:S:1:pos:R:3:mulliken_spin:R:1
Cr -1.426 -1.729 -0.496 2.935
C -0.255 2.859 0.205 0.001
C -1.636 2.351 -0.277 0.007
C -2.660 3.506 -0.545 0.002
C -2.395 4.264 -1.860 0.000
C -2.178 3.278 -2.968 0.001
C -1.200 2.128 -2.686 -0.013
N -1.577 1.480 -1.446 0.008
O -1.316 0.143 -1.313 -0.008
C 0.259 2.708 -2.753 -0.001
C -1.289 1.261 -3.946 -0.004
C -2.373 1.596 0.855 -0.001
H -0.044 3.909 -0.012 0.000
H 0.530 2.179 -0.098 0.000
H -0.237 2.931 1.301 -0.002
H -2.572 4.158 0.325 0.000
H -3.651 3.059 -0.617 0.001
H -1.601 4.996 -1.704 0.000
H -3.331 4.762 -2.130 0.000
H -1.917 3.782 -3.901 0.001
H -3.136 2.768 -3.127 0.000
H 0.928 2.017 -2.228 0.000
H 0.393 3.664 -2.249 0.000
H 0.696 2.722 -3.752 0.000
H -0.629 0.408 -4.121 0.000
H -1.170 1.836 -4.869 0.000
H -2.302 0.864 -4.093 0.000
H -2.756 2.206 1.673 -0.001
H -1.614 0.959 1.330 -0.005
H -3.149 0.947 0.454 -0.001
C 1.305 0.497 1.780 0.011
C 2.213 -0.397 0.922 0.000
C 3.628 -0.312 1.596 0.001
C 3.788 -1.233 2.805 0.000
C 3.365 -2.620 2.380 -0.003
C 1.918 -2.706 1.898 0.007
N 1.748 -1.781 0.816 0.002
O 0.557 -1.921 0.131 0.063
C 0.943 -2.494 3.133 -0.006
C 1.765 -4.169 1.462 0.000
C 2.427 0.251 -0.447 0.001
H 1.709 1.490 1.974 0.000
H 1.000 0.114 2.761 0.000
H 0.320 0.555 1.309 0.000
H 3.808 0.706 1.939 0.000
H 4.390 -0.615 0.873 -0.001
H 3.336 -0.766 3.684 0.000
H 4.821 -1.413 3.128 0.000
H 3.545 -3.358 3.165 0.000
H 3.991 -2.888 1.524 0.000
H 0.744 -3.400 3.705 -0.001
H 0.056 -1.910 2.899 0.004
H 1.523 -1.872 3.822 0.000
H 2.124 -4.914 2.169 0.000
H 2.274 -4.315 0.504 0.000
H 0.721 -4.396 1.217 0.002
H 1.478 0.388 -0.970 -0.004
H 3.099 -0.316 -1.092 0.000
H 2.875 1.243 -0.347 0.000
O -3.319 -1.813 -1.036 -0.016
H -3.849 -2.118 -0.295 0.003
O -1.124 -2.660 -2.418 0.012
H -0.563 -2.533 -3.191 0.002
H -1.517 -3.530 -2.528 0.001
O -1.592 -3.806 0.088 0.000
H -1.184 -4.272 0.830 0.003
H -1.971 -4.493 -0.471 0.001
O -2.075 -1.419 1.429 -0.008
H -2.730 -2.041 1.768 0.004
H -1.939 -0.774 2.132 0.004
```

---

[5]
DFT (ωB97M-V/def2-TZVPD) results for C20H63BO10Pt as an isolated structure at a distorted geometry.

max |F|	4.2	eV/Å
energy relative to the best compared isomer or geometry (same formula, charge and spin)	2.331	eV
HOMO (alpha / beta)	-7.8 / -8.0	eV
Kohn-Sham gap (alpha / beta)	8.091 / 7.194	eV
<S²>	2.006
molar mass	669.604	g/mol
2S+1	3

Structure (XYZ):
```
95
Properties=species:S:1:pos:R:3:mulliken_spin:R:1
Pt 1.152 -1.397 -1.008 1.341
B -0.088 0.300 -0.237 -0.007
H -0.433 0.172 -1.252 0.031
H -0.358 -0.607 0.280 0.056
H 0.981 0.433 -0.182 0.069
H -0.602 1.174 0.130 0.030
C 1.707 -2.545 2.734 -0.018
C 2.682 -1.620 2.044 0.010
O 2.673 -1.575 0.653 0.245
H 0.666 -2.455 2.425 0.009
H 1.673 -2.365 3.809 -0.001
H 2.024 -3.571 2.544 0.001
H 3.657 -2.035 2.302 0.014
H 2.651 -0.649 2.537 0.009
C -0.330 0.916 3.415 -0.003
C -1.213 1.614 4.508 0.000
O -0.783 2.980 4.507 0.000
H -0.485 1.413 2.457 0.005
H -0.630 -0.128 3.337 0.000
H 0.734 1.040 3.617 0.002
H -1.106 1.164 5.496 0.000
H -2.269 1.630 4.239 0.000
H -1.420 3.559 4.933 0.000
C -0.342 -5.320 -0.559 0.007
C 0.151 -4.184 0.315 0.006
O -0.227 -2.975 -0.271 0.071
H -1.415 -5.492 -0.476 -0.001
H 0.153 -6.252 -0.284 0.002
H -0.054 -5.200 -1.603 -0.002
H 1.240 -4.137 0.341 0.000
H -0.258 -4.390 1.304 0.000
H -1.153 -2.891 -0.032 -0.006
C -2.249 -0.777 -3.412 -0.002
C -1.332 -1.984 -3.288 0.007
O -0.018 -1.517 -3.110 0.043
H -2.030 -0.336 -4.385 0.000
H -2.247 0.024 -2.673 0.000
H -3.267 -1.157 -3.496 0.000
H -1.241 -2.636 -4.156 0.000
H -1.593 -2.665 -2.478 -0.001
H 0.171 -1.213 -4.001 0.002
C 0.627 5.288 1.176 0.000
C 0.073 3.890 1.196 0.000
O 0.104 3.365 -0.143 0.000
H 0.572 5.598 2.219 0.000
H 0.032 5.993 0.595 0.000
H 1.679 5.275 0.891 0.000
H -0.934 3.845 1.612 0.001
H 0.729 3.293 1.829 -0.001
H -0.124 2.433 -0.094 0.004
C -4.389 0.085 2.200 0.000
C -3.437 0.889 1.263 0.001
O -2.986 -0.048 0.280 0.000
H -5.176 -0.386 1.611 0.000
H -4.888 0.715 2.936 0.000
H -3.914 -0.765 2.691 0.000
H -2.549 1.195 1.817 0.002
H -3.897 1.683 0.674 0.001
H -2.087 0.203 0.054 -0.008
C -0.518 2.374 -3.385 0.000
C 0.741 3.209 -3.288 0.000
O 1.518 2.727 -2.242 0.000
H -1.248 2.688 -4.131 0.000
H -0.947 2.332 -2.383 -0.001
H -0.297 1.344 -3.665 0.000
H 0.502 4.253 -3.082 0.000
H 1.387 3.053 -4.152 0.000
H 1.028 2.997 -1.462 -0.001
C -4.124 -4.741 0.183 0.000
C -4.078 -3.247 0.517 0.000
O -2.796 -2.677 0.205 -0.004
H -3.784 -4.941 -0.833 0.000
H -5.145 -5.111 0.274 0.000
H -3.506 -5.358 0.835 0.000
H -4.448 -3.076 1.528 0.000
H -4.864 -2.765 -0.065 0.000
H -2.908 -1.740 0.031 0.000
C 4.548 2.968 1.399 0.000
C 3.644 1.853 0.885 -0.006
O 4.556 0.869 0.576 0.000
H 5.248 3.296 0.631 0.000
H 5.118 2.786 2.310 0.000
H 3.990 3.860 1.683 0.000
H 3.082 2.197 0.017 0.001
H 2.940 1.451 1.613 0.004
H 4.026 0.073 0.493 -0.001
C 3.786 0.375 -4.017 0.004
C 3.668 0.000 -2.557 -0.002
O 2.357 0.070 -2.104 0.082
H 4.827 0.286 -4.326 0.001
H 3.386 1.364 -4.239 -0.001
H 3.226 -0.307 -4.657 0.000
H 4.343 0.682 -2.040 0.001
H 3.992 -1.033 -2.427 -0.001
H 2.140 0.992 -1.953 0.004
```

---

One value per record, in order, for total energy: -58244.0618, -35444.2573, -22059.4465, -63045.8995, -46151.3542 eV.